Model one:
11
Properties=species:S:1:pos:R:3 method="wB97M-V/def2-TZVPD" homo_lumo_gap_ev=9.187 smiles="C=C=O.SNS" lumo_ev=0.440
C -2.3624 0.3865 -0.1049
C -2.0404 -0.7728 -0.5949
O -1.7349 -1.8582 -0.9249
H -2.4019 1.2039 -0.7332
H -2.9923 0.5793 0.7545
S 2.1095 1.4567 -0.4481
N 1.4441 -0.1152 -0.0637
S 2.6470 -1.2516 0.5164
H 2.3932 2.1125 0.7987
H 1.0620 -0.4769 -0.9664
H 1.8761 -1.2643 1.7666

Model two:
11
Properties=species:S:1:pos:R:3 method="wB97M-V/def2-TZVPD" homo_lumo_gap_ev=8.520 smiles="N=C=O.C=S.S" lumo_ev=-0.517
N -0.6340 -1.5311 -2.0877
C -1.6193 -2.2173 -1.9749
O -2.5564 -2.8892 -1.7602
H 0.2359 -1.6140 -2.3694
C 0.6954 -3.8961 1.9681
S 0.8808 -2.3956 1.4051
H 0.7555 -4.0463 3.1110
H 0.5401 -4.7568 1.2998
S -0.2022 4.1425 -2.1382
H 0.1717 3.3214 -3.1562
H 0.2861 3.3625 -1.2253

From most stable to least stable, the computed energies give model two, model one.

Model one:
28
Properties=species:S:1:pos:R:3 method="wB97M-V/def2-TZVPD" homo_lumo_gap_ev=9.533 smiles="CC[C@@](C)(O)CO.C=CC" lumo_ev=0.504
C 1.3869 0.9356 1.0078
C -0.0940 0.9148 0.6751
C -0.8239 -0.6807 0.9250
C -2.1777 -0.6966 0.2153
O 0.0207 -1.6523 0.4976
C -1.0077 -0.8301 2.4458
O 0.2144 -0.9153 3.1331
H 1.5390 0.9831 2.0825
H 1.8787 0.0191 0.6800
H 1.8861 1.7846 0.5464
H -0.6708 1.4363 1.4393
H -0.3457 1.4207 -0.2555
H -2.7059 -1.6185 0.4628
H -2.7920 0.1470 0.5210
H -2.0500 -0.6767 -0.8647
H 0.4286 -1.3804 -0.5522
H -1.6041 -1.7398 2.6100
H -1.5577 0.0170 2.8576
H 0.7690 -1.5089 2.6075
C 0.8246 -0.9373 -2.0301
C 0.3080 0.3020 -2.2798
C 1.1281 1.5367 -2.4233
H 0.2960 -1.8007 -2.4240
H 1.9025 -1.0461 -1.9915
H -0.7587 0.4168 -2.4328
H 1.2120 1.7770 -3.4869
H 2.1327 1.3984 -2.0273
H 0.6611 2.3942 -1.9389

Model two:
28
Properties=species:S:1:pos:R:3 method="wB97M-V/def2-TZVPD" homo_lumo_gap_ev=10.679 smiles=CC(C)CC(O)(O)C(C)C lumo_ev=0.847
C -0.9330 -2.3844 -1.2712
C -0.5376 -2.0985 0.1696
C -1.7806 -2.1082 1.0627
C 0.3833 -0.7927 0.4507
C 0.2402 0.4099 -0.4710
O 0.6573 0.1318 -1.7890
O -1.1009 0.8197 -0.5391
C 1.2299 1.6118 0.0445
C 1.3539 1.7796 1.5577
C 0.8329 2.9576 -0.5750
H -1.4552 -3.3461 -1.3461
H -1.6214 -1.6268 -1.6608
H -0.0542 -2.4530 -1.9187
H 0.0838 -2.9406 0.5027
H -2.4689 -1.2974 0.8062
H -2.3233 -3.0567 0.9614
H -1.5088 -2.0107 2.1192
H 1.4218 -1.1386 0.4280
H 0.1355 -0.4947 1.4750
H -0.0695 -0.3407 -2.2126
H -1.1219 1.5999 -1.1152
H 2.2321 1.3698 -0.3353
H 1.8471 0.9140 2.0119
H 0.3763 1.9185 2.0290
H 1.9756 2.6484 1.8069
H 1.5847 3.7264 -0.3600
H -0.1203 3.3148 -0.1680
H 0.7409 2.8869 -1.6634

From most stable to least stable, the computed energies give model two, model one.

Model one:
8
Properties=species:S:1:pos:R:3 method="wB97M-V/def2-TZVPD" homo_lumo_gap_ev="7.173 / 5.591" lumo_ev="-1.472 / -2.441"
C -1.1258 0.5406 0.6057
C 0.8887 0.2235 -0.6707
N -0.2112 0.9297 -0.0675
Cl -2.4512 1.0157 1.4472
I -0.2377 -2.7856 1.1385
H 0.2640 -0.4456 -1.3030
H 1.2702 -0.3671 0.0517
H 1.6031 0.8887 -1.2019

Model two:
8
Properties=species:S:1:pos:R:3 method="wB97M-V/def2-TZVPD" homo_lumo_gap_ev=9.139 smiles="C/N=C(/Cl)I" lumo_ev=-0.632
C 0.4425 -0.5304 -0.8794
N 0.6227 0.5224 -0.0577
C -0.1524 0.8899 0.8144
Cl 0.2345 2.1189 1.8317
I -2.0967 -0.3051 1.5030
H 0.9795 -0.5544 -1.7741
H -0.6724 -0.7295 -1.0242
H 0.6421 -1.4118 -0.4137

From most stable to least stable, the computed energies give model two, model one.

Model one:
7
Properties=species:S:1:pos:R:3 method="wB97M-V/def2-TZVPD" homo_lumo_gap_ev="6.835 / 6.832" lumo_ev="-1.297 / -1.295"
N 0.3983 0.3990 -0.0299
P -2.8471 -1.3546 0.5241
S -2.6703 0.3059 -0.5959
H 0.5399 1.3342 0.4589
H -0.5703 0.1406 -0.1159
H 0.8904 -0.2310 0.5579
H -4.0033 0.2722 -0.8092

Model two:
7
Properties=species:S:1:pos:R:3 method="wB97M-V/def2-TZVPD" homo_lumo_gap_ev="6.767 / 6.772" lumo_ev="-1.110 / -1.097"
N -0.9488 0.8278 -1.6512
P 1.0519 -0.2410 1.3315
S 1.7631 -1.5276 2.6920
H -0.6692 1.7129 -1.2222
H -0.2443 0.5248 -2.2874
H -1.8132 0.9094 -2.2407
H 0.8605 -2.2063 3.3780

From most stable to least stable, the computed energies give model two, model one.